{
  "formula": "CHF3N3",
  "method": "the ωB97M-V functional and the def2-TZVPD basis",
  "charge": 1,
  "e_above_lowest_kj_mol": 405.9,
  "lumo_ev": -7.01,
  "homo_ev": -17.06,
  "orbital_gap_ha": 0.369,
  "symbols": ["C", "N", "N", "N", "F", "F", "F", "H"],
  "xyz": [[2.6442, 0.1543, -0.1446], [1.9091, 1.1146, -0.4065], [1.4603, -0.2605, -0.8328], [0.3865, -0.7693, -0.1904], [3.6386, -0.4005, 0.3599], [-0.1258, -1.7809, -0.8644], [0.6220, -1.2926, 1.1103], [-0.7159, 0.1621, 0.0912]],
  "nbo_charge": [0.795, -0.133, -0.210, 0.427, -0.153, -0.071, -0.164, 0.510]
}



{
  "formula": "C54H55BaCl2N7S2Sb",
  "method": "the ωB97M-V functional and the def2-TZVPD basis",
  "charge": -1,
  "e_above_lowest_kj_mol": 69.2,
  "lumo_ev": 1.64,
  "homo_ev": -4.18,
  "orbital_gap_ha": 0.214,
  "symbols": ["Ba", "N", "C", "C", "N", "H", "H", "H", "H", "H", "H", "H", "H", "S", "C", "C", "C", "C", "N", "C", "C", "C", "S", "C", "N", "H", "H", "C", "C", "C", "C", "C", "C", "C", "N", "C", "N", "C", "C", "C", "C", "C", "C", "C", "N", "C", "C", "C", "C", "C", "C", "C", "H", "H", "H", "H", "H", "H", "H", "H", "H", "H", "H", "H", "H", "H", "H", "H", "H", "H", "H", "H", "H", "H", "C", "C", "C", "C", "C", "C", "C", "Sb", "C", "C", "C", "C", "C", "C", "C", "C", "C", "C", "C", "C", "C", "C", "H", "H", "H", "H", "H", "H", "H", "H", "H", "H", "H", "H", "H", "H", "H", "H", "H", "H", "H", "H", "H", "Cl", "C", "Cl", "H", "H"],
  "xyz": [[-0.0064, 0.5274, -0.1257], [1.9658, -1.5160, -2.2631], [2.9966, -2.4489, -1.8510], [2.6244, -3.0855, -0.5229], [2.2680, -2.0841, 0.4829], [1.0404, -1.9322, -2.2794], [2.1237, -1.1225, -3.1815], [3.9396, -1.8987, -1.7408], [3.1933, -3.2617, -2.5652], [3.4436, -3.7436, -0.2060], [1.7556, -3.7276, -0.6732], [3.0709, -1.5074, 0.7119], [1.9741, -2.5420, 1.3390], [-0.5626, 1.7212, 2.7773], [-1.9690, 2.6861, 2.3693], [-2.1254, 3.9315, 2.9842], [-3.1959, 4.7741, 2.7144], [-3.2796, 6.0451, 3.3700], [-3.3236, 7.0633, 3.9051], [-4.1711, 4.3565, 1.7975], [-4.0424, 3.1149, 1.1923], [-2.9673, 2.2532, 1.4476], [-2.9481, 0.7119, 0.6202], [-5.2921, 5.1897, 1.4732], [-6.1912, 5.8526, 1.1966], [-1.3814, 4.2491, 3.7033], [-4.7971, 2.7906, 0.4886], [-0.0192, 3.8837, -5.2110], [1.1593, 3.4137, -6.0184], [1.1808, 3.6213, -7.3966], [2.2643, 3.2590, -8.1783], [3.3702, 2.6681, -7.5832], [3.3614, 2.4216, -6.2224], [2.2667, 2.7817, -5.4369], [2.3213, 2.5375, -4.0463], [1.4418, 1.7203, -3.3248], [0.5504, 1.0709, -4.1031], [-0.5309, 0.1503, -3.8519], [-0.9152, -0.2074, -2.5633], [-1.9933, -1.1072, -2.5196], [-2.6213, -1.6198, -3.6469], [-2.1805, -1.2279, -4.9024], [-1.1294, -0.3315, -5.0327], [-0.6736, 0.0839, -6.4101], [1.5593, 1.6101, -2.0389], [2.6700, 2.2492, -1.4309], [3.7679, 1.4545, -1.0961], [4.8963, 2.0087, -0.5106], [4.9283, 3.3681, -0.2400], [3.8230, 4.1509, -0.5352], [2.6801, 3.6177, -1.1244], [1.5031, 4.4985, -1.4328], [-0.3920, 4.8271, -5.6100], [0.2444, 4.0312, -4.1656], [-0.8402, 3.1633, -5.2329], [0.3254, 4.1031, -7.8564], [2.2491, 3.4442, -9.2444], [4.2298, 2.3864, -8.1773], [4.2056, 1.9355, -5.7473], [3.2249, 2.6415, -3.6115], [0.7068, 1.2370, -5.0828], [-2.3872, -1.4210, -1.5521], [-3.4548, -2.3074, -3.5535], [-2.6593, -1.6114, -5.7975], [-1.2563, -0.4322, -7.1724], [0.3802, -0.1566, -6.5929], [-0.7931, 1.1583, -6.5868], [3.7032, 0.3959, -1.3213], [5.7418, 1.3794, -0.2617], [5.7967, 3.8134, 0.2276], [3.8368, 5.2080, -0.2930], [1.4613, 5.3403, -0.7421], [0.5608, 3.9533, -1.3661], [1.5722, 4.9004, -2.4466], [1.6170, -0.9275, 4.8070], [0.7005, -1.8690, 5.5422], [0.9359, -2.1439, 6.8889], [0.1271, -3.0159, 7.6011], [-0.9410, -3.6357, 6.9709], [-1.1890, -3.3685, 5.6322], [-0.3843, -2.4903, 4.9104], [-0.8175, -2.1378, 2.8324], [-2.8939, -2.6537, 3.0261], [-3.4076, -3.8596, 2.5625], [-4.7601, -4.1556, 2.6812], [-5.6078, -3.2366, 3.2763], [-5.0975, -2.0409, 3.7603], [-3.7453, -1.7301, 3.6517], [-3.2214, -0.4387, 4.2093], [-0.1890, -4.0986, 2.1658], [0.5896, -4.9406, 2.9558], [1.0263, -6.1734, 2.4845], [0.6679, -6.5867, 1.2119], [-0.1056, -5.7558, 0.4132], [-0.5254, -4.5071, 0.8643], [-1.3039, -3.6071, -0.0606], [2.3583, -0.4973, 5.4802], [1.0629, -0.1052, 4.3496], [2.1573, -1.4438, 4.0077], [1.7688, -1.6576, 7.3840], [0.3308, -3.2076, 8.6476], [-1.5819, -4.3173, 7.5163], [-2.0327, -3.8450, 5.1450], [-2.7504, -4.5906, 2.1054], [-5.1430, -5.0978, 2.3085], [-6.6662, -3.4483, 3.3674], [-5.7607, -1.3249, 4.2319], [-4.0193, 0.1433, 4.6701], [-2.7694, 0.1678, 3.4203], [-2.4573, -0.6198, 4.9711], [0.8541, -4.6380, 3.9626], [1.6330, -6.8098, 3.1172], [0.9864, -7.5525, 0.8391], [-0.3876, -6.0770, -0.5840], [-1.6334, -4.1355, -0.9557], [-0.6774, -2.7714, -0.3920], [-2.1906, -3.1816, 0.4137], [3.1604, 2.4797, 2.6288], [2.1094, 3.6585, 3.4312], [2.6031, 3.9492, 5.1105], [1.1045, 3.2366, 3.4215], [2.1864, 4.5962, 2.8939]],
  "lowdin_charge": [1.345, 0.006, -0.289, -0.274, -0.001, 0.054, 0.070, 0.098, 0.105, 0.110, 0.097, 0.071, 0.031, 0.385, -0.718, -0.080, -0.214, -0.197, 0.138, -0.212, -0.085, -0.747, 0.372, -0.194, 0.140, 0.104, 0.102, -0.022, -0.219, -0.049, -0.091, -0.092, -0.021, -0.218, 0.134, -0.383, 0.138, -0.253, -0.295, -0.201, -0.107, -0.082, -0.234, -0.054, -0.054, -0.308, -0.037, -0.105, -0.121, -0.063, -0.225, -0.029, 0.086, 0.064, 0.084, 0.114, 0.099, 0.100, 0.113, 0.139, 0.080, 0.049, 0.092, 0.097, 0.074, 0.083, 0.068, 0.089, 0.100, 0.101, 0.113, 0.082, 0.078, 0.075, -0.075, -0.305, -0.058, -0.093, -0.092, -0.122, -0.339, 1.514, -0.334, -0.133, -0.095, -0.092, -0.047, -0.304, -0.076, -0.344, -0.115, -0.096, -0.095, -0.066, -0.341, -0.079, 0.077, 0.030, 0.071, 0.105, 0.097, 0.098, 0.097, 0.087, 0.096, 0.096, 0.108, 0.085, 0.000, 0.073, 0.090, 0.097, 0.096, 0.108, 0.089, 0.049, 0.058, 0.521, -1.038, 0.480, -0.108, 0.023]
}



Among the records above, which one has the highest charge?
CHF3N3



charge of number 1 (CHF3N3)?
+1



Number 1 is which compound?
CHF3N3



The highest charge belongs to which entry?
CHF3N3